Here is C21H31BrFeN3O7Si as an isolated structure from the Open Molecules 2025 dataset. Energies are from ωB97M-V/def2-TZVPD.

Calculated values
* <S²>: 6.01
* HOMO-LUMO gap (alpha / beta): 6.807 / 7.400 eV
* multiplicity: 5
* ΔE to the lowest compared entry with this formula, charge and spin: 11.95 kJ/mol
* calculated total energy: -5637.1632 Ha
* lowest unoccupied orbital energy (alpha / beta): 2.37 / 2.36 eV
* charge: -1

```
65
C21H31BrFeN3O7Si | the Open Molecules 2025 dataset | ωB97M-V/def2-TZVPD
Fe 1.134 -0.628 -0.596
O -3.160 -3.978 2.327
C -2.244 -3.215 2.058
C -0.803 -3.583 1.903
O -0.299 -4.675 2.134
C -0.111 -2.338 1.443
C -1.073 -1.308 1.419
O -0.664 -0.052 1.012
C -2.373 -1.726 1.784
O -3.406 -1.060 1.895
O 1.096 -2.191 1.135
O 4.693 0.293 -4.794
C 4.130 -0.396 -3.756
C 4.188 -1.790 -3.706
C 3.599 -2.427 -2.630
N 2.980 -1.759 -1.674
C 2.907 -0.432 -1.691
Br -0.016 0.773 -2.135
C 3.486 0.294 -2.738
H 5.034 -0.338 -5.440
H 4.682 -2.356 -4.489
H 3.628 -3.506 -2.536
H 3.423 1.371 -2.777
C -1.476 0.709 3.648
Si -0.829 1.305 1.954
C -2.117 2.546 1.186
C -1.524 3.592 0.235
C -3.181 1.773 0.396
C -2.801 3.287 2.340
C 1.002 1.913 2.215
C 1.666 2.411 0.931
C 1.847 0.742 2.730
C 1.037 3.042 3.247
H -1.529 1.489 4.399
H -0.857 -0.094 4.038
H -2.474 0.304 3.521
H -0.983 3.116 -0.578
H -0.863 4.283 0.755
H -2.332 4.177 -0.207
H -2.736 1.354 -0.503
H -3.983 2.449 0.096
H -3.605 0.962 0.983
H -2.073 3.830 2.938
H -3.322 2.592 2.989
H -3.529 4.001 1.955
H 1.733 1.596 0.198
H 2.684 2.746 1.131
H 1.119 3.235 0.486
H 1.825 -0.087 2.018
H 1.489 0.375 3.690
H 2.885 1.053 2.849
H 0.455 3.893 2.901
H 2.063 3.371 3.411
H 0.627 2.715 4.199
C -0.926 -3.898 -4.609
N -0.291 -3.545 -3.366
C -0.725 -2.615 -2.477
N -1.942 -2.053 -2.686
O -0.044 -2.359 -1.489
H -0.362 -4.703 -5.074
H -0.954 -3.046 -5.296
H -1.945 -4.250 -4.435
H 0.632 -3.896 -3.169
H -2.341 -2.027 -3.606
H -2.155 -1.265 -2.090
```

=====

Here is C21H31F5OP2Zr as an isolated structure from the Open Molecules 2025 dataset. Energies are from ωB97M-V/def2-TZVPD.

Calculated values
* HOMO-LUMO gap: 6.452 eV
* multiplicity: 1
* ΔE to the lowest compared entry with this formula, charge and spin: 192.09 kJ/mol
* calculated total energy: -2122.2464 Ha
* lowest unoccupied orbital energy: -7.22 eV
* charge: +2

```
61
C21H31F5OP2Zr | the Open Molecules 2025 dataset | ωB97M-V/def2-TZVPD
P 0.746 -1.790 -2.040
P 0.180 2.656 -1.850
C 1.034 0.249 -3.276
C 1.486 1.607 -2.727
H 0.089 0.233 -3.930
H 1.796 -0.213 -3.896
H 2.246 1.361 -1.968
H 2.018 2.236 -3.471
C -0.808 3.776 -2.892
H -0.751 4.751 -2.391
H -1.863 3.469 -2.933
H -0.373 3.829 -3.891
C 1.239 3.755 -0.911
H 1.300 4.681 -1.489
H 2.243 3.338 -0.812
H 0.855 3.958 0.091
C 0.032 -3.232 -2.869
H 0.247 -4.023 -2.144
H 0.448 -3.503 -3.836
H -1.050 -3.056 -2.940
C 2.531 -2.067 -2.036
H 3.130 -1.161 -1.861
H 2.846 -2.503 -3.001
H 2.705 -2.804 -1.246
Zr -0.854 0.218 -2.193
C -0.212 1.451 -5.539
C -1.500 1.228 -5.190
C -2.476 0.411 -5.992
C -1.959 -1.009 -6.331
C -1.153 -1.546 -5.190
C 0.192 -1.604 -5.339
C 1.020 -0.772 -6.261
C 0.559 0.699 -6.585
C -0.558 -2.017 -0.710
H 0.348 2.275 -5.075
H -1.942 1.757 -4.342
H -2.723 0.947 -6.931
H -3.433 0.306 -5.448
H -2.802 -1.665 -6.599
H -1.356 -0.976 -7.256
H -1.760 -2.010 -4.401
H 0.830 -2.422 -4.976
H 1.156 -1.341 -7.216
H 2.058 -0.745 -5.883
H 1.491 1.257 -6.808
H -0.001 0.665 -7.535
H -0.032 -2.232 0.235
H -1.190 -2.895 -0.927
H -1.233 -1.110 -0.547
F -0.719 2.692 4.775
C -0.567 2.178 3.536
C 0.700 2.063 2.951
F 1.770 2.621 3.561
C 0.847 1.408 1.736
F 2.115 1.279 1.244
C -0.286 0.991 0.995
O -0.248 0.676 -0.310
C -1.547 1.085 1.611
F -2.621 0.786 0.848
C -1.683 1.627 2.886
F -2.869 1.540 3.529
```

=====

Here is C21H31F5P2SSn as an isolated structure from the Open Molecules 2025 dataset. Energies are from ωB97M-V/def2-TZVPD.

Calculated values
* HOMO-LUMO gap (alpha / beta): 4.013 / 4.317 eV
* multiplicity: 1
* ΔE to the lowest compared entry with this formula, charge and spin: 662.48 kJ/mol
* calculated total energy: -2612.8042 Ha
* lowest unoccupied orbital energy (alpha / beta): -1.47 / -1.18 eV
* charge: 0

```
61
C21H31F5P2SSn | the Open Molecules 2025 dataset | ωB97M-V/def2-TZVPD
P 1.025 -1.831 -3.455
P 0.726 1.885 -1.467
C 1.605 -0.043 -3.637
C 1.917 1.125 -2.686
H 0.826 0.332 -4.329
H 2.526 -0.239 -4.251
H 2.794 0.807 -2.095
H 2.024 2.057 -3.282
C -0.605 2.798 -2.295
H -1.090 3.456 -1.548
H -1.369 2.114 -2.681
H -0.188 3.429 -3.106
C 1.613 3.360 -0.895
H 1.326 4.226 -1.508
H 2.694 3.227 -0.948
H 1.366 3.590 0.138
C -0.345 -2.955 -2.916
H -0.214 -3.295 -1.886
H -0.215 -3.823 -3.588
H -1.402 -2.601 -3.047
C 2.514 -2.736 -2.931
H 3.397 -2.073 -2.845
H 2.698 -3.477 -3.731
H 2.354 -3.264 -1.970
Sn -1.689 -0.183 -3.979
C -0.218 1.335 -5.881
C -1.577 1.430 -5.519
C -2.707 0.666 -6.239
C -2.184 -0.734 -6.720
C -1.415 -1.566 -5.649
C 0.059 -1.692 -5.415
C 0.889 -0.978 -6.474
C 0.530 0.485 -6.839
C -0.353 -0.139 -1.202
H 0.424 2.139 -5.498
H -1.826 2.389 -5.013
H -3.144 1.320 -7.006
H -3.525 0.451 -5.513
H -3.074 -1.339 -6.966
H -1.624 -0.616 -7.659
H -1.936 -2.489 -5.336
H 0.347 -2.784 -5.438
H 0.849 -1.598 -7.391
H 1.935 -0.978 -6.162
H 1.529 0.979 -6.932
H 0.140 0.475 -7.860
H 0.083 0.206 -0.230
H 0.349 -0.900 -1.632
H -1.327 -0.699 -0.944
F -0.459 1.620 5.940
C -0.978 1.367 4.710
C -0.572 2.102 3.581
F 0.411 3.021 3.689
C -1.187 1.846 2.363
F -0.693 2.463 1.253
C -2.206 0.885 2.193
S -3.013 0.731 0.734
C -2.471 0.051 3.323
F -3.129 -1.130 3.081
C -1.921 0.323 4.578
F -2.228 -0.457 5.669
```

=====

Here is a 8-piece molecular cluster, C21H31FIN7O5S overall from the Open Molecules 2025 dataset. Energies are from ωB97M-V/def2-TZVPD.

Calculated values
* HOMO-LUMO gap: 9.822 eV
* multiplicity: 1
* calculated total energy: -2373.9183 Ha
* lowest unoccupied orbital energy: -0.19 eV
* charge: 0

```
67
C21H31FIN7O5S | the Open Molecules 2025 dataset | ωB97M-V/def2-TZVPD
O -3.460 -0.786 0.321
C -2.374 -0.638 0.776
I -1.750 -2.187 2.159
C -1.601 0.609 0.316
C -0.299 1.062 0.989
C -0.625 1.707 2.348
S 0.815 2.245 3.274
O 1.676 3.061 2.459
O 0.302 2.934 4.430
O 0.528 1.863 0.150
C -0.124 2.784 -0.630
O 0.123 2.802 -1.803
C -1.072 3.801 -0.040
C -1.123 5.050 -0.903
F -2.214 5.767 -0.459
H -1.449 0.465 -0.750
H -2.316 1.411 0.443
H 0.288 0.172 1.201
H -1.270 2.569 2.238
H -1.139 0.987 2.976
H 1.426 1.091 3.614
H -0.723 4.124 0.935
H -2.093 3.450 0.019
H -0.222 5.648 -0.821
H -1.306 4.816 -1.943
C 1.620 6.181 2.484
C 1.277 6.768 1.192
N 1.013 7.236 0.179
H 2.584 6.562 2.814
H 0.862 6.442 3.219
H 1.678 5.097 2.398
C -3.919 -5.642 0.279
C -2.693 -5.814 1.054
N -1.732 -5.947 1.659
H -3.779 -4.855 -0.459
H -4.163 -6.572 -0.230
H -4.741 -5.368 0.938
C 2.600 0.187 -1.998
C 3.109 -1.072 -2.536
N 3.512 -2.055 -2.967
H 3.385 0.700 -1.448
H 2.266 0.824 -2.812
H 1.763 -0.003 -1.330
C 1.846 -3.718 5.119
C 1.326 -2.545 4.430
N 0.918 -1.622 3.887
H 1.429 -4.619 4.673
H 2.930 -3.743 5.032
H 1.571 -3.677 6.171
C -5.072 -3.927 4.325
C -6.005 -3.949 3.204
N -6.739 -3.969 2.325
H -5.381 -4.648 5.079
H -4.074 -4.183 3.973
H -5.049 -2.935 4.770
C 3.496 0.499 -6.165
C 4.011 1.347 -5.097
N 4.413 2.014 -4.257
H 3.456 1.055 -7.099
H 4.144 -0.365 -6.291
H 2.496 0.159 -5.915
C 2.894 -3.497 -6.881
C 2.052 -2.346 -7.190
N 1.383 -1.444 -7.420
H 3.797 -3.465 -7.487
H 3.168 -3.478 -5.827
H 2.353 -4.416 -7.094
```

=====

Here is C21H31IrN3OP2 as an isolated structure from the Open Molecules 2025 dataset. Energies are from ωB97M-V/def2-TZVPD.

Calculated values
* <S²>: 8.80
* HOMO-LUMO gap (alpha / beta): 5.552 / 5.597 eV
* multiplicity: 6
* ΔE to the lowest compared entry with this formula, charge and spin: 0.00 kJ/mol
* calculated total energy: -1844.5900 Ha
* lowest unoccupied orbital energy (alpha / beta): -5.97 / -9.19 eV
* charge: +2

```
59
C21H31IrN3OP2 | the Open Molecules 2025 dataset | ωB97M-V/def2-TZVPD
C -1.817 2.835 -3.715
C -1.343 1.562 -3.402
C 0.011 1.252 -3.805
C 1.028 2.293 -3.721
C 0.489 3.581 -3.493
C -0.870 3.865 -3.657
C 2.356 1.860 -3.688
C 2.658 0.510 -3.507
C 1.544 -0.424 -3.618
C 1.654 -1.751 -3.042
C 2.913 -2.344 -3.081
C 4.016 -1.484 -2.989
C 3.856 -0.099 -3.051
H -2.889 3.063 -3.742
H 1.188 4.371 -3.270
H -1.209 4.893 -3.804
H 3.189 2.619 -3.612
H 3.031 -3.422 -2.924
H 5.011 -1.924 -2.942
H 4.665 0.558 -2.820
N 0.399 0.020 -4.166
Ir -0.554 -0.445 0.722
C -2.191 0.528 -2.690
H -1.966 -0.492 -3.059
H -3.263 0.780 -2.799
C 0.427 -2.445 -2.473
H -0.479 -2.144 -3.031
H 0.597 -3.543 -2.539
P -1.977 0.480 -0.783
P 0.057 -2.077 -0.571
C 1.501 -2.859 0.203
H 1.589 -2.430 1.216
H 1.416 -3.957 0.271
H 2.427 -2.615 -0.338
C -1.339 -3.210 -0.199
H -0.958 -4.219 0.008
H -1.833 -2.789 0.691
H -2.051 -3.228 -1.035
C -2.182 2.216 -0.301
H -3.126 2.575 -0.734
H -2.191 2.322 0.794
H -1.342 2.793 -0.710
C -3.453 -0.332 -0.078
H -3.310 -0.469 1.005
H -4.303 0.329 -0.267
H -3.615 -1.309 -0.546
H 0.601 0.632 0.833
H 1.019 -0.167 0.321
C -1.003 2.648 4.294
N -1.065 1.208 4.502
C -0.892 0.337 3.494
N -0.763 -1.007 3.648
O -0.817 0.814 2.300
H -0.800 2.907 3.248
H -0.220 3.068 4.924
H -1.939 3.111 4.596
H -1.365 0.852 5.416
H -0.475 -1.539 2.812
H -1.011 -1.491 4.492
```

=====

Here is one molecule with the formula C21H31N3O2 from the Open Molecules 2025 dataset. Energies are from ωB97M-V/def2-TZVPD.

Calculated values
* HOMO-LUMO gap: 8.928 eV
* multiplicity: 1
* ΔE to the lowest compared entry with this formula, charge and spin: 5.68 kJ/mol
* calculated total energy: -1133.6394 Ha
* lowest unoccupied orbital energy: 0.58 eV
* charge: 0

```
57
C21H31N3O2 | the Open Molecules 2025 dataset | ωB97M-V/def2-TZVPD
C 3.390 -3.267 2.140
C 2.556 -2.128 2.643
C 2.251 -2.026 3.995
C 1.487 -0.971 4.458
C 1.012 -0.014 3.582
C 1.308 -0.106 2.223
N 0.778 0.878 1.382
C 0.863 0.974 0.020
O 1.553 0.233 -0.668
N 0.144 1.996 -0.540
C 0.282 2.239 -1.967
C 0.627 3.730 -2.154
C 0.102 4.541 -0.966
C -1.250 3.995 -0.517
C -1.107 2.533 -0.040
C -2.252 1.624 -0.531
C -1.896 0.933 -1.866
N -1.252 -0.347 -1.656
C -1.966 -1.476 -1.467
O -3.182 -1.482 -1.497
C -1.137 -2.731 -1.158
C 0.211 -2.753 -1.882
C -0.915 -2.733 0.361
C -1.959 -3.958 -1.561
C -1.004 1.829 -2.722
C 2.087 -1.163 1.765
H 4.408 -3.184 2.521
H 3.427 -3.270 1.055
H 2.984 -4.217 2.483
H 2.614 -2.774 4.684
H 1.253 -0.892 5.510
H 0.409 0.805 3.947
H 0.268 1.598 1.869
H 1.116 1.623 -2.311
H 0.187 4.091 -3.084
H 1.707 3.858 -2.228
H 0.011 5.593 -1.239
H 0.808 4.472 -0.136
H -1.955 4.059 -1.345
H -1.648 4.604 0.296
H -1.103 2.538 1.053
H -3.162 2.212 -0.649
H -2.458 0.843 0.203
H -2.831 0.711 -2.393
H -0.247 -0.371 -1.591
H 0.078 -2.582 -2.949
H 0.671 -3.731 -1.750
H 0.901 -2.011 -1.489
H -1.870 -2.725 0.882
H -0.364 -3.622 0.659
H -0.343 -1.861 0.669
H -2.957 -3.890 -1.137
H -1.482 -4.869 -1.207
H -2.054 -4.008 -2.643
H -1.577 2.710 -3.009
H -0.737 1.300 -3.638
H 2.328 -1.227 0.718
```

=====

Here is a 6-piece molecular cluster, C21H31N3O20S6 overall from the Open Molecules 2025 dataset. Energies are from ωB97M-V/def2-TZVPD.

Calculated values
* HOMO-LUMO gap: 6.324 eV
* multiplicity: 1
* ΔE to the lowest compared entry with this formula, charge and spin: 546.85 kJ/mol
* calculated total energy: -4876.2007 Ha
* lowest unoccupied orbital energy: -1.48 eV
* charge: 0

```
81
C21H31N3O20S6 | the Open Molecules 2025 dataset | ωB97M-V/def2-TZVPD
H 1.285 0.627 1.778
N 1.391 0.498 0.729
C 0.106 0.237 0.303
C -0.309 -0.002 -1.300
C -0.821 1.502 -1.821
C 0.069 2.831 -1.333
C -0.387 4.377 -1.775
C 0.524 5.683 -1.292
C 0.235 6.128 0.275
C -0.576 7.399 0.448
C -1.727 4.555 -2.711
C -2.558 3.207 -3.187
N -3.786 3.158 -4.073
S -4.252 1.471 -4.222
N -3.063 0.565 -3.259
C -2.161 1.668 -2.750
H -0.796 0.213 1.070
H 0.586 -0.418 -1.941
H -1.233 -0.754 -1.354
H 1.055 2.730 -0.667
H 1.655 5.321 -1.396
H 0.262 6.565 -2.020
H 0.590 5.483 1.206
H -1.721 7.388 0.196
H -0.070 8.415 0.815
H -2.044 5.645 -3.016
O -9.422 6.021 -2.249
S -9.002 4.716 -2.710
O -9.855 3.552 -2.662
O -7.587 4.353 -1.986
C -6.589 4.125 -2.980
C -7.007 4.972 -4.179
O -8.428 4.873 -4.229
H -6.594 3.059 -3.230
H -5.602 4.405 -2.601
H -6.563 4.620 -5.113
H -6.747 6.025 -4.027
O 1.059 1.885 3.545
S 1.632 1.167 4.662
O 3.056 1.049 4.874
O 0.976 -0.324 4.698
C 0.327 -0.528 5.952
C -0.109 0.859 6.415
O 0.952 1.731 6.032
H 1.054 -0.964 6.645
H -0.520 -1.210 5.837
H -0.275 0.905 7.494
H -1.016 1.182 5.894
O 3.311 -3.703 -2.474
S 2.291 -3.066 -3.277
O 0.892 -3.062 -2.914
O 2.429 -3.617 -4.805
C 2.657 -2.519 -5.687
C 3.370 -1.462 -4.848
O 2.754 -1.529 -3.563
H 1.686 -2.156 -6.037
H 3.256 -2.838 -6.545
H 3.273 -0.460 -5.271
H 4.431 -1.705 -4.727
O 0.698 -4.130 8.851
S 1.721 -3.195 8.439
O 1.829 -2.690 7.089
O 3.169 -3.796 8.885
C 3.822 -2.871 9.753
C 2.700 -2.112 10.457
O 1.694 -1.926 9.463
H 4.428 -2.197 9.139
H 4.468 -3.400 10.458
H 3.033 -1.149 10.853
H 2.268 -2.709 11.267
O 2.108 -5.359 -4.577
S 2.950 -6.354 -5.202
O 3.654 -6.123 -6.442
O 2.090 -7.732 -5.342
C 2.759 -8.783 -4.647
C 3.535 -8.100 -3.524
O 4.020 -6.885 -4.092
H 3.436 -9.279 -5.350
H 2.035 -9.509 -4.266
H 4.363 -8.712 -3.158
H 2.875 -7.842 -2.689
```

=====

Computed values of max |F| (unit: eV/Å) for the preceding records, in sequence: 2.16; 3.27; 3.22; 2.30; 3.23; 0.58; 9.25.